# 1
Density functional theory data (ωB97M-V/def2-TZVPD) for a structure of composition C44H88BIN2O12S at a distorted geometry.

maximum force: 4.504 eV/Å
E: -94214.83022 eV
HOMO: -7.78 eV
LUMO level: 0.4851 eV
orbital gap: 0.304 Ha

Positions of all 149 atoms, in Å:
C1 5.096 4.150 -0.060
C2 5.039 3.080 -1.181
C3 5.413 1.648 -0.803
I1 7.325 1.580 0.230
C4 4.310 0.851 -0.002
S1 4.735 1.149 1.810
C5 4.299 -0.674 -0.029
B1 4.469 -1.446 -1.422
O1 4.499 -0.765 -2.626
N1 4.659 -2.888 -1.496
C6 3.755 -3.614 -0.603
C7 6.072 -3.263 -1.287
O2 3.126 -0.980 0.738
C8 2.301 0.095 0.842
O3 1.357 0.089 1.500
C9 2.830 1.214 -0.085
N2 2.462 2.483 0.509
C10 2.124 1.151 -1.460
C11 0.608 0.938 -1.406
C12 -0.180 2.229 -1.127
O4 0.238 0.519 -2.733
H1 5.701 5.006 -0.333
H2 5.459 3.792 0.893
H3 4.085 4.544 0.054
H4 5.759 3.377 -1.936
H5 4.064 3.148 -1.650
H6 5.628 1.129 -1.728
H7 4.252 2.352 2.163
H8 5.208 -0.970 0.519
H9 3.819 -1.188 -3.175
H10 4.026 -3.514 0.454
H11 3.705 -4.666 -0.870
H12 2.744 -3.226 -0.678
H13 6.581 -3.185 -2.245
H14 6.599 -2.658 -0.546
H15 6.097 -4.316 -1.026
H16 2.332 3.201 -0.191
H17 1.597 2.430 1.033
H18 2.524 0.364 -2.093
H19 2.288 2.068 -2.017
H20 0.297 0.127 -0.755
H21 -1.198 2.102 -1.475
H22 0.317 3.004 -1.702
H23 -0.207 2.495 -0.077
H24 -0.302 1.201 -3.149
C13 0.718 7.803 1.376
C14 1.295 6.966 2.505
C15 2.016 5.873 1.746
O5 2.451 6.442 0.502
C16 1.821 7.722 0.333
H25 0.477 8.824 1.670
H26 -0.191 7.334 0.989
H27 1.999 7.568 3.082
H28 0.544 6.571 3.190
H29 1.336 5.043 1.515
H30 2.877 5.476 2.287
H31 2.577 8.500 0.485
H32 1.440 7.804 -0.685
C17 -1.620 -2.377 -3.018
C18 -3.039 -2.808 -3.368
C19 -3.330 -1.952 -4.589
O6 -2.076 -1.740 -5.251
C20 -1.010 -2.161 -4.391
H33 -1.073 -3.106 -2.421
H34 -1.643 -1.433 -2.468
H35 -3.050 -3.867 -3.642
H36 -3.758 -2.658 -2.564
H37 -3.732 -0.977 -4.300
H38 -4.032 -2.426 -5.277
H39 -0.597 -3.093 -4.794
H40 -0.224 -1.406 -4.385
C21 0.957 11.154 6.168
C22 0.252 9.848 6.510
C23 0.173 9.172 5.150
O7 1.315 9.612 4.407
C24 1.935 10.706 5.093
H41 1.449 11.624 7.018
H42 0.241 11.866 5.752
H43 0.873 9.256 7.187
H44 -0.724 9.982 6.974
H45 -0.727 9.479 4.605
H46 0.182 8.084 5.218
H47 2.871 10.347 5.532
H48 2.168 11.496 4.378
C25 -3.149 2.182 3.385
C26 -2.731 3.492 4.041
C27 -1.916 4.145 2.937
O8 -2.471 3.696 1.694
C28 -3.376 2.614 1.944
H49 -4.030 1.726 3.834
H50 -2.328 1.462 3.435
H51 -3.614 4.096 4.264
H52 -2.168 3.361 4.964
H53 -0.868 3.826 2.972
H54 -1.948 5.236 2.978
H55 -4.396 2.981 1.794
H56 -3.187 1.812 1.229
C29 9.191 -2.910 3.398
C30 7.954 -2.494 4.184
C31 7.154 -1.745 3.130
O9 7.473 -2.348 1.868
C32 8.602 -3.214 2.030
H57 9.721 -3.759 3.829
H58 9.888 -2.071 3.329
H59 7.406 -3.380 4.513
H60 8.173 -1.885 5.060
H61 7.445 -0.690 3.084
H62 6.078 -1.800 3.297
H63 8.249 -4.249 1.971
H64 9.309 -3.041 1.217
C33 -4.477 -6.349 -1.527
C34 -5.789 -5.966 -0.856
C35 -6.525 -5.267 -1.992
O10 -6.079 -5.880 -3.204
C36 -4.935 -6.699 -2.934
H65 -3.954 -7.169 -1.036
H66 -3.809 -5.483 -1.554
H67 -6.331 -6.867 -0.556
H68 -5.668 -5.334 0.023
H69 -6.271 -4.202 -2.034
H70 -7.609 -5.362 -1.915
H71 -5.241 -7.748 -2.998
H72 -4.168 -6.515 -3.688
C37 -4.004 -10.772 1.025
C38 -5.420 -11.205 0.666
C39 -5.704 -10.349 -0.558
O11 -4.448 -10.141 -1.214
C40 -3.388 -10.561 -0.349
H73 -3.460 -11.500 1.626
H74 -4.032 -9.828 1.575
H75 -5.428 -12.264 0.395
H76 -6.143 -11.054 1.467
H77 -6.107 -9.371 -0.274
H78 -6.399 -10.822 -1.252
H79 -2.972 -11.493 -0.745
H80 -2.601 -9.805 -0.347
C41 -8.445 -0.851 -5.554
C42 -7.382 0.017 -6.216
C43 -6.396 0.223 -5.077
O12 -6.466 -0.948 -4.257
C44 -7.603 -1.729 -4.642
H81 -9.046 -1.425 -6.258
H82 -9.118 -0.228 -4.960
H83 -6.905 -0.535 -7.030
H84 -7.766 0.953 -6.619
H85 -6.673 1.087 -4.462
H86 -5.372 0.361 -5.426
H87 -7.243 -2.619 -5.169
H88 -8.141 -2.050 -3.749

Forces on atoms 1 to 2 (eV/Å):
C -0.8375 0.1589 -0.4589
C 1.0355 0.6859 0.7875

Löwdin atomic charge list, values in e, 99 entries: atom 1 (C): -0.13, atom 2 (C): -0.28, atom 3 (C): -0.64, atom 4 (I): 0.88, atom 5 (C): -0.55, atom 6 (S): 0.76, atom 7 (C): -0.20, atom 8 (B): -0.51, atom 9 (O): 0.15, atom 10 (N): -0.11, atom 11 (C): -0.08, atom 12 (C): -0.05, atom 13 (O): 0.03, atom 14 (C): -0.51, atom 15 (O): 0.19, atom 16 (C): -0.40, atom 17 (N): 0.10, atom 18 (C): -0.05, atom 19 (C): -0.37, atom 20 (C): -0.02, atom 21 (O): -0.06, atom 22 (H): 0.07, atom 23 (H): 0.01, atom 24 (H): 0.04, atom 25 (H): 0.10, atom 26 (H): 0.09, atom 27 (H): 0.06, atom 28 (H): -0.11, atom 29 (H): 0.12, atom 30 (H): 0.12, atom 31 (H): 0.09, atom 32 (H): 0.09, atom 33 (H): 0.08, atom 34 (H): 0.09, atom 35 (H): 0.07, atom 36 (H): 0.09, atom 37 (H): 0.08, atom 38 (H): 0.08, atom 39 (H): 0.11, atom 40 (H): 0.12, atom 41 (H): 0.14, atom 42 (H): 0.08, atom 43 (H): 0.09, atom 44 (H): 0.07, atom 45 (H): 0.09, atom 46 (C): -0.16, atom 47 (C): -0.18, atom 48 (C): -0.21, atom 49 (O): -0.15, atom 50 (C): -0.19, atom 51 (H): 0.11, atom 52 (H): 0.11, atom 53 (H): 0.11, atom 54 (H): 0.10, atom 55 (H): 0.10, atom 56 (H): 0.12, atom 57 (H): 0.12, atom 58 (H): 0.12, atom 59 (C): -0.17, atom 60 (C): -0.17, atom 61 (C): -0.20, atom 62 (O): -0.14, atom 63 (C): -0.21, atom 64 (H): 0.11, atom 65 (H): 0.10, atom 66 (H): 0.11, atom 67 (H): 0.11, atom 68 (H): 0.10, atom 69 (H): 0.12, atom 70 (H): 0.12, atom 71 (H): 0.10, atom 72 (C): -0.17, atom 73 (C): -0.17, atom 74 (C): -0.21, atom 75 (O): -0.16, atom 76 (C): -0.20, atom 77 (H): 0.11, atom 78 (H): 0.11, atom 79 (H): 0.11, atom 80 (H): 0.11, atom 81 (H): 0.12, atom 82 (H): 0.11, atom 83 (H): 0.12, atom 84 (H): 0.12, atom 85 (C): -0.17, atom 86 (C): -0.17, atom 87 (C): -0.21, atom 88 (O): -0.15, atom 89 (C): -0.20, atom 90 (H): 0.11, atom 91 (H): 0.12, atom 92 (H): 0.11, atom 93 (H): 0.11, atom 94 (H): 0.11, atom 95 (H): 0.11, atom 96 (H): 0.12, atom 97 (H): 0.11, atom 98 (C): -0.17, atom 99 (C): -0.17



# 2
Density functional theory data (ωB97M-V/def2-TZVPD) for a structure of composition C6H12F2O6Tl at a distorted geometry.

maximum force: 4.927 eV/Å
E: -28818.01211 eV
HOMO: -14.49 eV
LUMO level: -7.4535 eV
total charge: +1
orbital gap: 0.259 Ha
ΔE to the lowest compared entry with this formula, charge and spin: 0.0 kcal per mole

Positions of all 27 atoms, in Å:
Tl1 0.599 -6.275 -23.092
F1 -0.616 -8.232 -23.071
F2 0.554 -4.140 -22.251
C1 -1.076 -8.444 -20.302
O1 -0.872 -7.247 -19.560
C2 -0.123 -6.234 -19.999
O2 0.479 -6.341 -21.047
O3 -0.125 -5.309 -19.070
C3 0.582 -4.084 -19.323
H1 -0.194 -8.966 -20.672
H2 -1.691 -8.197 -21.168
H3 -1.683 -9.174 -19.766
H4 1.230 -3.964 -18.454
H5 -0.070 -3.211 -19.301
H6 1.249 -4.124 -20.184
C4 0.376 -5.395 -27.101
O4 0.523 -4.102 -26.552
C5 0.418 -4.001 -25.258
O5 0.197 -4.882 -24.426
O6 0.731 -2.714 -25.054
C6 0.301 -2.189 -23.760
H7 -0.037 -5.222 -28.095
H8 -0.275 -6.146 -26.655
H9 1.271 -5.995 -27.265
H10 1.161 -1.947 -23.136
H11 -0.321 -2.907 -23.225
H12 -0.266 -1.283 -23.976

Forces on atoms 1 to 2 (eV/Å):
Tl -1.9889 -1.7056 1.9509
F 2.0605 2.7268 -0.7122

In the Löwdin picture, each atom carries the following charge in e: atom 1 (Tl): 1.48, atom 2 (F): -0.42, atom 3 (F): -0.43, atom 4 (C): -0.03, atom 5 (O): 0.05, atom 6 (C): -0.52, atom 7 (O): -0.02, atom 8 (O): 0.09, atom 9 (C): 0.00, atom 10 (H): 0.10, atom 11 (H): 0.08, atom 12 (H): 0.11, atom 13 (H): 0.10, atom 14 (H): 0.11, atom 15 (H): 0.08, atom 16 (C): -0.02, atom 17 (O): 0.10, atom 18 (C): -0.50, atom 19 (O): -0.04, atom 20 (O): 0.07, atom 21 (C): 0.00, atom 22 (H): 0.11, atom 23 (H): 0.10, atom 24 (H): 0.11, atom 25 (H): 0.10, atom 26 (H): 0.07, atom 27 (H): 0.11



# 3
Density functional theory data (ωB97M-V/def2-TZVPD) for a structure of composition C6H9NS at a distorted geometry.

maximum force: 3.837 eV/Å
E: -18690.59221 eV
HOMO: -8.68 eV
LUMO level: 0.9764 eV
orbital gap: 0.355 Ha
ΔE to the lowest compared entry with this formula, charge and spin: 60.4 kcal per mole

Positions of all 17 atoms, in Å:
C1 0.790 -0.412 0.459
C2 1.208 -0.961 -0.923
C3 -0.376 -1.008 -1.079
C4 -0.331 -1.321 0.393
C5 -0.588 0.603 -1.063
C6 0.239 0.975 0.083
H1 1.758 -1.476 1.762
H2 2.696 -0.087 1.503
H3 1.740 -0.403 -1.788
H4 1.588 -1.930 -0.753
H5 -0.936 -1.573 -1.854
H6 -1.068 -1.085 1.089
H7 -0.079 -2.378 0.510
H8 -0.332 1.127 -1.972
H9 0.894 1.805 0.054
N1 1.645 -0.490 1.617
S1 -1.464 1.386 0.182

Forces on atoms 1 to 2 (eV/Å):
C 3.1116 2.1629 0.6034
C -0.7762 1.2740 -2.6550

In the Löwdin picture, each atom carries the following charge in e: atom 1 (C): -0.58, atom 2 (C): -0.06, atom 3 (C): -0.17, atom 4 (C): -0.17, atom 5 (C): -0.56, atom 6 (C): -0.49, atom 7 (H): 0.05, atom 8 (H): 0.15, atom 9 (H): 0.15, atom 10 (H): 0.09, atom 11 (H): 0.14, atom 12 (H): 0.09, atom 13 (H): 0.14, atom 14 (H): 0.11, atom 15 (H): 0.10, atom 16 (N): 0.07, atom 17 (S): 0.95